{
  "formula": "CHBrClNO",
  "method": "the ωB97M-V functional and the def2-TZVPD basis",
  "lumo_energy_ev": [-0.8, -0.8],
  "homo_lumo_gap_ev": [8.2, 8.1],
  "e_above_lowest_kcal_mol": 84.3,
  "multiplicity": 1,
  "total_energy_ha": -3202.76139,
  "elements": ["Br", "Cl", "O", "N", "C", "H"],
  "coordinates": [[2.804, -0.909, 0.715], [-1.614, -1.128, -0.736], [0.884, -2.874, 0.706], [-0.125, -0.411, -0.551], [1.297, -1.795, 0.460], [0.023, 0.115, 0.202]],
  "lowdin_charge": [0.90, 0.51, 0.03, -0.50, -0.82, -0.11]
}